# 1
62
Properties=species:S:1:pos:R:3:forces:R:3 method="wB97M-V/def2-TZVPD" orbital_gap_ev=10.27 lumo_energy_ha=0.0190 homo_ev=-9.75 smiles="C=CCO[P@](=O)(OCCCCCCCCCCOC)O[C@@H](C)F.C[N+](=O)[O-]"
C 7.74550 0.87091 1.92158 -0.2 -0.2 -0.6
C 7.31798 0.88616 0.65301 0.0 0.3 0.8
C 6.13584 0.06570 0.26524 0.0 0.9 0.0
O 5.08242 0.89221 -0.30511 -0.1 -0.9 0.9
P 3.76154 0.10779 -0.73183 -0.1 1.0 -1.0
O 3.72657 -0.09962 -2.17956 0.0 -0.5 -0.1
O 2.64903 1.04586 -0.14886 0.0 -0.4 -0.2
C 1.32709 0.87285 -0.73058 -0.7 0.2 1.0
C 0.32446 0.53172 0.37005 -0.1 0.2 -0.2
C -1.05701 1.12804 0.09102 0.2 -0.3 0.9
C -2.03622 0.66059 1.17663 0.5 0.1 -0.7
C -3.45458 1.17714 0.99909 -0.1 -0.8 1.2
C -4.40293 0.47125 2.02507 0.5 0.3 -1.0
C -5.35148 -0.48409 1.30969 -0.4 0.4 0.5
C -6.40200 0.27493 0.46513 -0.1 -0.7 0.6
C -7.82222 -0.29080 0.65495 0.7 0.2 -0.2
C -7.88015 -1.77308 0.31848 0.1 0.1 0.3
O -9.16893 -2.34526 0.31893 -0.2 -0.1 -0.1
C -10.04259 -1.75061 -0.62013 0.2 0.0 0.2
O 3.59723 -1.23698 0.12731 0.5 0.2 -0.2
C 4.10784 -2.44046 -0.41604 0.8 -0.8 0.5
C 5.02890 -3.13023 0.59182 -0.5 0.6 0.4
F 3.05124 -3.26411 -0.67816 -0.3 0.2 -0.1
H 7.06389 0.55499 2.70261 0.2 -0.6 0.0
H 8.75281 1.11713 2.22490 -0.1 0.7 0.0
H 7.79140 1.50425 -0.09854 0.5 -0.5 -0.2
H 6.44300 -0.66419 -0.48577 0.0 -0.1 0.0
H 5.77794 -0.44122 1.15662 -0.2 -0.1 0.0
H 1.30053 0.08186 -1.47172 0.3 0.2 -0.4
H 1.05078 1.83498 -1.15033 0.2 0.0 -0.3
H 0.68453 0.92353 1.32045 0.1 0.0 0.1
H 0.22383 -0.54917 0.46701 0.1 -0.1 0.1
H -0.98221 2.21307 0.17802 0.0 0.1 -0.5
H -1.40244 0.82789 -0.89748 -0.1 0.2 -0.1
H -2.01947 -0.43243 1.18636 -0.2 -0.1 0.0
H -1.61858 0.97700 2.13419 -0.2 0.0 0.2
H -3.48750 2.24666 1.19247 0.1 0.2 -0.4
H -3.79721 0.93139 -0.00318 0.0 0.3 -0.2
H -4.94901 1.25054 2.55472 -0.3 -0.2 0.2
H -3.79077 -0.06892 2.74496 0.0 0.0 0.2
H -5.87961 -1.05523 2.07595 0.0 -0.1 0.0
H -4.78653 -1.20189 0.71556 0.1 -0.1 -0.1
H -6.43051 1.29434 0.84502 0.1 0.3 -0.4
H -6.13201 0.24935 -0.58857 0.0 0.3 -0.1
H -8.48624 0.30944 0.03677 -0.2 -0.1 0.0
H -8.07146 -0.14248 1.70619 -0.3 0.0 0.0
H -7.34855 -1.97459 -0.62171 -0.2 0.1 -0.2
H -7.33545 -2.30730 1.09280 0.0 -0.2 0.0
H -9.53263 -1.64797 -1.58162 -0.1 0.2 -0.1
H -10.91672 -2.38205 -0.74654 0.1 -0.2 0.1
H -10.39740 -0.78581 -0.25607 0.0 0.2 -0.2
H 4.64523 -2.26541 -1.34492 -0.3 0.2 -0.3
H 4.84176 -2.69714 1.57344 -0.1 -0.1 0.1
H 6.07421 -2.94836 0.36553 0.1 -0.2 -0.2
H 4.80877 -4.18932 0.65677 0.1 -0.1 -0.2
C 6.85159 2.26614 -2.98213 -0.1 -0.2 0.0
N 8.05861 2.71473 -3.72938 -0.1 -0.1 0.1
O 8.66777 1.88592 -4.36921 0.1 -0.1 -0.1
O 8.35075 3.88697 -3.64262 0.0 0.2 0.0
H 6.71287 1.20481 -3.15021 0.0 0.0 0.0
H 7.02225 2.47696 -1.93220 -0.1 0.1 0.0
H 6.00428 2.83165 -3.35584 0.0 0.1 0.1


# 2
195
Properties=species:S:1:pos:R:3:forces:R:3 method="wB97M-V/def2-TZVPD" orbital_gap_ev=9.12 lumo_energy_ha=0.0191 homo_ev=-8.60 relative_energy_kcal_mol=95.0 smiles=COCCNCCOC.COCCNCCOC.COCCNCCOC.COCCNCCOC.COCCNCCOC.COCCNCCOC.COCCNCCOC.CCO.CCO.CCO
C 4.74023 -4.72615 0.33527 0.0 -1.0 -1.0
O 5.58600 -3.71709 0.78464 0.4 0.2 1.7
C 4.93189 -2.48030 0.99878 0.2 0.9 0.4
C 5.77104 -1.41439 1.77506 -0.1 -0.8 -0.3
N 5.98492 -1.71738 3.19749 -0.3 -0.9 -0.7
C 6.87812 -0.83595 3.89343 1.6 -0.7 0.6
C 8.36244 -1.07706 3.52422 0.6 0.7 -1.7
O 8.80488 -2.42878 3.49352 -0.2 -0.5 0.4
C 10.21670 -2.59189 3.27194 -0.7 -0.2 0.9
H 5.32869 -5.62750 0.16382 0.4 0.2 -0.2
H 4.29528 -4.44953 -0.62055 -0.2 0.1 -0.2
H 3.94453 -5.12216 0.96625 -0.2 0.9 0.7
H 3.99737 -2.54891 1.55560 -0.3 -0.5 -0.2
H 4.76975 -2.12205 -0.01782 -0.5 0.7 0.0
H 5.23488 -0.46632 1.81757 -0.3 0.0 -0.6
H 6.65941 -1.29247 1.15535 0.6 0.2 0.3
H 6.42700 -2.62009 3.29638 -0.3 -0.6 -0.2
H 6.84386 -1.05895 4.95983 -0.6 0.1 0.2
H 6.59173 0.20398 3.73651 0.3 0.1 0.0
H 9.04177 -0.44992 4.10156 -0.1 0.0 0.5
H 8.50118 -0.75345 2.49266 0.0 0.5 -0.3
H 10.59737 -2.04706 2.40803 -0.1 0.2 0.0
H 10.46205 -3.64800 3.15991 -0.6 -0.1 -0.4
H 10.73304 -2.34444 4.19946 0.3 0.6 -0.1
C -11.27494 7.15746 -0.97443 1.0 -0.5 -0.3
O -10.44593 6.09237 -1.54910 -0.5 0.3 0.8
C -9.48923 5.55969 -0.59165 -0.5 1.7 -0.2
C -8.39662 4.70432 -1.26051 -0.5 1.0 1.2
N -7.53036 4.15102 -0.22382 -0.7 -2.1 -0.8
C -6.58276 3.21401 -0.84473 1.7 0.8 1.1
C -5.80963 2.47594 0.25285 -0.1 -1.0 -0.8
O -4.83031 1.61959 -0.33638 -0.5 -0.4 -1.0
C -4.11984 0.87794 0.63571 0.3 0.7 -0.1
H -11.58993 6.92838 0.04361 0.0 -0.2 0.0
H -12.15803 7.39447 -1.56781 0.1 -0.8 -0.3
H -10.73241 8.10279 -0.96279 0.4 0.0 0.2
H -9.99096 5.11614 0.26836 -0.3 -1.1 -0.4
H -9.09337 6.42720 -0.06359 0.9 0.4 -0.3
H -7.75500 5.26874 -1.93715 -0.5 0.4 -0.5
H -8.90820 3.92600 -1.82674 0.3 -0.3 0.1
H -7.08216 4.79265 0.41455 0.0 0.3 -0.4
H -5.81648 3.74317 -1.41121 0.2 0.4 -0.4
H -6.99118 2.50834 -1.56815 -0.7 0.0 0.4
H -6.56635 1.87776 0.76046 0.2 -0.1 0.6
H -5.24812 3.12252 0.92718 -0.5 0.5 0.3
H -3.56579 1.65170 1.16714 0.0 -0.3 1.1
H -3.34022 0.21615 0.25844 -0.2 0.1 -0.8
H -4.79216 0.23904 1.20832 -0.1 0.3 0.5
C -8.50493 -0.88471 -5.90542 0.1 1.5 -0.6
O -7.38912 -0.28040 -5.25779 0.4 -0.8 2.0
C -7.47832 -0.40269 -3.76500 0.8 -0.5 -2.2
C -6.17980 0.05070 -3.05278 -1.0 1.3 -0.4
N -4.95010 -0.53980 -3.52950 -0.9 -1.8 -0.9
C -3.76002 -0.09193 -2.89039 1.3 0.3 0.0
C -2.44795 -0.61466 -3.58407 -0.9 1.3 0.9
O -1.32053 -0.25084 -2.73272 -0.5 -0.8 -1.4
C -0.11320 -0.64000 -3.37630 0.7 0.1 0.1
H -9.14517 -0.06247 -6.22499 -0.4 0.1 0.0
H -9.15351 -1.53597 -5.31951 0.5 -0.4 0.2
H -8.15383 -1.31720 -6.84232 0.0 -0.5 0.3
H -7.60972 -1.45843 -3.52783 -0.1 -0.2 -0.1
H -8.41768 0.11063 -3.55953 0.4 0.4 0.9
H -6.39326 -0.08949 -1.99313 0.5 -0.4 0.2
H -6.04233 1.12712 -3.15534 -0.4 0.6 0.0
H -4.89919 -0.29325 -4.50762 0.0 -0.2 -0.3
H -3.78374 -0.35137 -1.83198 0.2 -0.2 -0.1
H -3.73194 0.99563 -2.95770 0.4 0.5 0.3
H -2.32754 -0.06761 -4.51914 0.0 0.2 -0.2
H -2.49718 -1.66767 -3.86131 0.2 -0.3 0.6
H 0.14589 -0.04788 -4.25400 -0.5 0.4 -0.2
H -0.12703 -1.67800 -3.70866 -0.1 -0.2 0.2
H 0.73131 -0.48801 -2.70413 -0.3 -0.1 0.3
C -1.19797 -1.94969 -6.68528 0.3 0.3 -1.2
O -0.29612 -2.89358 -7.34161 -0.5 -0.1 0.8
C 0.71391 -2.36385 -8.21015 -1.1 1.1 -0.5
C 1.77684 -1.56819 -7.50795 -0.1 -1.0 0.2
N 2.59755 -2.53956 -6.78377 1.0 1.1 -1.3
C 3.73508 -1.90768 -6.16494 0.1 -1.4 0.6
C 3.40623 -1.18507 -4.90636 1.5 2.0 0.1
O 2.91478 -2.03255 -3.96532 -0.6 -2.1 1.4
C 3.16129 -1.65241 -2.63945 -0.3 0.5 0.7
H -2.07797 -2.36436 -6.19358 0.5 -1.2 -0.1
H -1.68925 -1.32618 -7.43226 0.3 0.4 -0.4
H -0.76020 -1.30449 -5.92358 0.6 -0.1 -0.2
H 0.26142 -1.83714 -9.05035 -0.6 0.9 0.3
H 1.23493 -3.09887 -8.82364 -0.2 -1.0 0.9
H 1.42353 -0.74394 -6.88835 -0.6 0.0 0.3
H 2.33961 -1.05070 -8.28486 0.5 -0.3 -0.1
H 2.13755 -3.20427 -6.17824 -0.4 0.4 0.0
H 4.37215 -1.31561 -6.82199 -0.6 0.3 -0.4
H 4.40701 -2.70267 -5.84152 0.1 -0.2 0.1
H 2.75215 -0.31709 -4.98931 -0.3 0.3 -0.4
H 4.35911 -0.80904 -4.53392 0.4 0.5 0.0
H 2.88777 -0.60902 -2.48251 -0.7 0.1 0.2
H 4.16908 -1.63532 -2.22454 0.9 -0.5 -1.0
H 2.66475 -2.34767 -1.96256 -0.6 0.2 -0.2
C 0.02256 -5.53814 3.49352 1.1 -0.5 -0.7
O 1.41629 -5.71198 3.00991 -1.7 1.1 -0.5
C 2.23044 -6.58110 3.74508 -0.2 -0.3 1.4
C 3.71985 -6.46216 3.44236 0.2 0.3 -0.3
N 4.68422 -7.11202 4.41454 -1.6 -1.0 -1.9
C 4.58925 -8.63882 4.29542 1.1 2.0 1.3
C 5.81917 -9.29679 4.99250 -1.0 -0.4 -2.0
O 5.63150 -10.67050 4.63029 -0.8 -0.3 0.9
C 6.24255 -11.58916 5.53012 0.5 1.1 -0.6
H -0.01387 -5.18910 4.52548 0.2 -0.3 0.1
H -0.57728 -6.43160 3.32031 0.4 -0.5 0.5
H -0.55358 -4.82292 2.90646 0.9 0.5 -0.4
H 1.96607 -7.62061 3.55112 -0.4 -0.2 0.3
H 2.11602 -6.33785 4.80141 -0.2 -0.3 0.5
H 3.94169 -5.40731 3.28061 0.3 0.1 0.5
H 3.77904 -6.87133 2.43380 0.8 -0.4 0.1
H 4.45607 -6.78736 5.34333 -0.1 -0.1 0.2
H 4.60075 -8.82685 3.22182 0.1 -0.3 0.2
H 3.70427 -9.08219 4.75185 -0.2 0.1 -0.1
H 5.89459 -9.12320 6.06594 -0.3 -0.1 0.1
H 6.72702 -8.93630 4.50880 0.2 0.2 0.1
H 5.92080 -12.61373 5.34353 0.2 0.2 -0.4
H 6.02207 -11.37798 6.57649 -0.1 0.2 0.1
H 7.28985 -11.37434 5.31767 0.5 -1.0 0.7
C -1.33783 2.15950 -6.26038 0.1 -1.3 0.5
O -1.27514 2.32684 -4.84741 -0.4 0.4 -1.5
C -0.65980 3.58871 -4.61362 -0.7 0.5 0.9
C -1.14046 3.94181 -3.20842 0.9 -0.8 -0.2
N -0.60461 2.85063 -2.35630 -0.6 1.4 -1.3
C -1.34620 2.68823 -1.14865 0.9 -0.6 0.9
C -0.92512 3.69784 -0.08395 -1.4 -0.4 -0.5
O -1.54516 4.97919 -0.22147 0.9 0.5 -0.3
C -2.93909 5.02868 -0.04489 0.1 -0.4 0.0
H -1.86418 2.94611 -6.80103 -0.1 0.2 0.2
H -1.84213 1.20902 -6.43463 -0.1 0.0 -0.1
H -0.32385 2.05000 -6.64503 0.2 0.2 -0.3
H -1.11201 4.30850 -5.29589 0.5 0.2 -0.3
H 0.41205 3.44195 -4.74667 0.2 0.5 0.1
H -2.21823 3.95811 -3.37041 -0.6 -0.5 0.5
H -0.94825 4.92366 -2.77583 0.7 0.0 -0.3
H -0.81099 2.00498 -2.86853 0.3 -0.2 -0.3
H -0.93799 1.73189 -0.82175 -0.6 -0.2 0.7
H -2.41087 2.58182 -1.35660 -0.3 0.1 0.4
H 0.15637 3.75609 -0.20685 -0.1 0.7 0.2
H -1.15693 3.28311 0.89705 0.0 0.0 0.3
H -3.18050 4.81354 0.99604 -0.3 -0.1 0.2
H -3.45256 4.33653 -0.71226 -0.1 -0.3 0.1
H -3.31878 6.01844 -0.29847 0.4 0.1 0.1
C -1.56037 1.38704 3.44867 -0.2 0.2 2.2
O -0.94580 2.39370 4.33246 -0.5 -2.5 -1.0
C -1.12627 3.64421 3.79712 0.3 1.1 -0.9
C -0.73013 4.64540 4.84378 -0.2 0.0 1.7
N -1.12957 6.01110 4.61983 0.4 1.1 -1.5
C -0.40354 6.68945 3.49623 -1.0 0.2 0.4
C -0.69578 8.22348 3.51209 1.1 -1.5 -1.2
O 0.21526 8.80970 4.41409 -1.2 2.2 1.5
C -0.18749 10.19818 4.75551 -0.1 -1.2 0.1
H -1.17707 1.34743 2.42906 0.3 0.0 0.2
H -2.64618 1.48257 3.45183 -0.2 0.9 -0.4
H -1.52951 0.45784 4.01764 1.0 -0.3 -0.4
H -2.13990 3.71031 3.40179 -0.4 0.6 0.3
H -0.46611 3.81252 2.94626 0.2 -0.2 -0.5
H 0.32695 4.52265 5.07960 0.6 0.1 -0.6
H -1.14325 4.29320 5.78898 -0.6 0.1 0.1
H -1.00407 6.62289 5.41360 0.1 -0.4 0.4
H -0.71574 6.22654 2.56010 -0.4 0.2 -0.2
H 0.67489 6.53115 3.50274 0.3 0.1 0.4
H -1.76375 8.38607 3.65745 0.0 0.2 0.7
H -0.44889 8.65078 2.54021 -0.2 -0.2 -0.5
H 0.25435 10.51983 5.69859 0.7 -0.3 -0.3
H -1.24740 10.28582 4.99429 -0.3 -0.5 -0.3
H 0.00718 10.89716 3.94211 0.3 -0.1 -0.1
C 0.47324 -1.83549 1.43569 0.7 -0.2 0.4
C 0.23639 -1.48857 -0.00964 0.3 -0.9 0.5
O -0.88617 -0.66834 -0.09296 -0.3 0.5 0.4
H 0.36884 -0.94470 2.05512 -0.1 0.0 0.1
H 1.49218 -2.20188 1.56068 0.1 0.1 0.0
H -0.13483 -2.64457 1.84033 -0.4 0.2 -0.2
H 0.08228 -2.42181 -0.55131 -0.1 -0.2 -0.3
H 1.13860 -1.03250 -0.41721 0.1 0.4 -0.1
H -1.00941 -0.45040 -1.01973 -0.5 0.1 -0.4
C 2.35095 -2.98610 4.34740 0.5 1.1 0.7
C 2.68543 -1.72192 5.17551 0.2 -0.4 -0.3
O 4.08259 -1.59274 5.38125 -0.6 0.1 0.7
H 2.95092 -3.85369 4.62206 -0.2 0.0 0.5
H 2.68471 -2.75964 3.33477 -0.6 -0.2 -0.2
H 1.28409 -3.16723 4.47817 0.0 -0.3 -0.6
H 2.16592 -1.66551 6.13209 0.3 -0.4 0.2
H 2.30906 -0.84339 4.65146 -0.1 0.2 -0.3
H 4.48493 -1.56711 4.51000 0.6 -0.1 -0.5
C 1.91598 1.80453 1.25098 -0.1 0.8 -0.1
C 2.89574 1.88892 0.10338 -1.3 1.0 0.0
O 3.40274 0.62651 -0.08815 1.7 -1.8 -0.1
H 2.44779 1.65593 2.19076 0.0 -0.1 0.0
H 1.17080 1.02060 1.11595 0.1 0.0 -0.1
H 1.41246 2.76987 1.30277 -0.2 0.0 0.3
H 3.62263 2.67383 0.31230 0.4 -0.2 0.1
H 2.42514 2.15792 -0.84229 -0.5 0.5 0.0
H 4.34368 0.68235 -0.27013 0.0 -0.2 -0.1


# 3
16
Properties=species:S:1:pos:R:3:forces:R:3 method="wB97M-V/def2-TZVPD" orbital_gap_ev="11.12 / 8.64" charge=+3 lumo_energy_ha="-0.3959 / -0.4834" multiplicity=2 homo_ev="-21.90 / -21.79" relative_energy_kcal_mol=0.0 s2=0.755
H -1.32692 -0.26047 -1.27153 -0.1 0.2 0.0
C -1.11186 1.05133 0.41038 -0.2 0.1 0.2
H -1.13888 0.24653 1.14831 0.0 0.2 -0.1
H -1.00364 2.08339 0.75297 0.0 -0.2 0.0
C -1.23174 0.77289 -0.93032 0.1 -0.1 -0.2
H -1.19453 1.57787 -1.66696 -0.1 -0.2 0.1
H -2.28935 1.00873 -0.18944 0.0 0.0 0.0
O 3.39702 0.94399 2.15876 0.1 0.2 0.2
C 3.86152 0.31826 1.12383 -0.4 -0.3 -0.3
O 4.84089 -0.41799 1.29840 0.9 -0.3 0.8
Ba 6.69922 -1.41313 2.94522 -0.2 0.2 -0.3
O 3.21112 0.47417 0.04029 -0.4 0.4 0.1
C 3.59571 -0.29839 -1.12972 0.3 -0.3 -0.5
H 4.64705 -0.10101 -1.36065 -0.3 -0.1 0.0
H 3.42090 -1.35940 -0.92692 0.0 0.2 -0.1
H 2.94546 0.06372 -1.92647 0.2 -0.1 0.2